{"formula": "C27H33N2Ru", "method": "ωB97M-V/def2-TZVPD", "total_charge": 1, "multiplicity": 5, "s2": 6.05, "lumo_energy_ev": [-3.2, -4.9], "gap_ev": [4.66, 7.02], "symbols": ["C", "C", "C", "C", "C", "Ru", "C", "C", "H", "C", "H", "H", "C", "H", "H", "H", "C", "H", "H", "H", "C", "H", "H", "H", "C", "H", "H", "H", "C", "H", "H", "H", "C", "H", "H", "H", "C", "H", "H", "H", "C", "C", "C", "C", "H", "C", "H", "C", "H", "H", "H", "N", "C", "C", "C", "C", "C", "N", "C", "H", "H", "H", "H"], "coordinates": [[-1.555477, 1.640076, -0.726359], [-2.144556, 0.471550, -1.319262], [-1.418266, 0.138334, -2.495395], [-0.321526, 1.075920, -2.627466], [-0.439355, 2.036361, -1.539128], [0.286833, 0.248936, -0.837711], [2.312300, -1.197705, 0.889865], [1.365039, 0.016020, 0.886799], [0.684230, 0.065263, 1.756157], [1.763729, 1.262152, 0.298802], [2.751705, 1.335381, -0.219251], [1.451923, 2.226498, 0.756592], [2.752577, -1.463450, 2.321045], [1.877217, -1.598229, 2.960085], [3.373051, -2.367564, 2.323080], [3.338225, -0.579547, 2.649781], [3.569258, -0.926301, 0.012820], [3.309918, -0.538417, -1.008268], [4.259476, -0.254040, 0.567441], [4.063000, -1.915651, -0.126754], [-3.303587, -0.315148, -0.806732], [-3.610864, 0.033064, 0.192354], [-4.189362, -0.255213, -1.472128], [-3.023308, -1.385214, -0.732783], [-1.798724, -0.933043, -3.473344], [-1.713626, -1.926279, -2.994226], [-2.847554, -0.826283, -3.823890], [-1.130212, -0.906714, -4.354164], [0.630377, 1.156690, -3.758575], [0.917161, 0.152476, -4.095063], [0.206542, 1.694840, -4.616714], [1.541488, 1.673288, -3.446016], [0.326372, 3.289142, -1.434868], [1.377911, 3.119051, -1.652411], [-0.031023, 4.054470, -2.125094], [0.263352, 3.704629, -0.432602], [-2.056119, 2.388259, 0.444605], [-1.232922, 2.695016, 1.093367], [-2.599915, 3.298872, 0.162924], [-2.742384, 1.783496, 1.037487], [0.778304, -1.860320, -0.882474], [1.681101, -2.359433, 0.189865], [0.666647, -2.643828, -2.063732], [2.216505, -3.680297, 0.121410], [0.358667, -2.385880, 0.079939], [1.045857, -3.973105, -2.035628], [0.303491, -2.210211, -2.996190], [1.761977, -4.481568, -0.926363], [2.876325, -4.057074, 0.926512], [0.836207, -4.622412, -2.883555], [1.990458, -5.529852, -0.900679], [-5.237526, 0.714611, 2.542059], [-4.162763, 0.704515, 3.019432], [-2.847217, 0.797076, 3.605758], [-2.622414, 1.680397, 4.671914], [-1.334252, 1.818278, 5.184569], [-0.296461, 1.103280, 4.551675], [-0.489577, 0.364031, 3.459554], [-1.732963, 0.140629, 3.030871], [-3.460812, 2.268511, 5.074558], [-1.107001, 2.473469, 6.033678], [0.722890, 1.125194, 4.952799], [-1.856680, -0.572135, 2.210198]], "atomic_forces_ev_per_a": [[0.36, 0.19, -1.00], [-0.02, -0.22, -0.79], [-0.41, 0.54, -0.04], [-2.07, 1.12, -0.90], [-1.33, 0.97, -1.28], [1.24, -3.28, 1.68], [0.03, 0.45, 0.09], [1.65, 0.81, 1.19], [0.24, -0.04, -0.42], [0.80, -0.06, 1.29], [-1.06, -0.09, 0.29], [-0.05, -0.84, -0.49], [0.27, 0.27, -0.16], [0.18, -0.03, 0.10], [0.01, 0.28, 0.36], [-0.28, -0.69, 0.11], [0.22, -0.52, -0.04], [0.29, -0.28, 0.95], [-0.39, -0.26, -0.62], [-0.04, 0.85, 0.05], [-0.21, -0.31, 0.28], [0.00, -0.19, -0.40], [0.51, 0.05, 0.28], [-0.22, 0.44, -0.02], [0.01, -0.38, -0.03], [-0.22, 0.39, -0.36], [0.62, 0.09, 0.22], [-0.41, -0.09, 0.39], [0.53, -0.18, -0.29], [-0.02, 0.23, -0.05], [0.04, -0.06, 0.18], [-0.03, 0.01, -0.18], [0.29, 0.79, -0.07], [0.10, 0.11, -0.04], [-0.10, 0.00, -0.05], [0.00, 0.08, 0.08], [-0.17, 0.19, 0.59], [-0.03, 0.05, 0.07], [0.12, -0.15, -0.14], [0.05, 0.09, -0.05], [-0.02, 0.70, -0.22], [2.09, -0.67, -1.21], [0.30, -1.68, -0.56], [-1.13, 0.54, -0.10], [-1.80, 0.26, 0.58], [0.20, 1.00, -0.08], [-0.18, -0.20, 0.47], [0.22, -0.23, 0.80], [-0.45, 0.20, -0.73], [0.16, 0.13, 0.16], [0.21, -0.30, -0.12], [2.88, -0.12, 1.16], [-2.53, -0.03, -0.99], [0.67, 0.01, -0.21], [-0.09, 0.28, 0.13], [0.36, -0.38, -0.32], [-0.55, 0.53, 0.34], [-0.38, -0.74, 0.34], [-0.38, 0.67, 0.52], [0.46, -0.41, -0.16], [-0.22, -0.36, -0.39], [-0.33, 0.18, -0.29], [-0.01, 0.33, 0.10]]}

---

{"formula": "C27H33N5O5", "method": "ωB97M-V/def2-TZVPD", "multiplicity": 1, "lumo_energy_ev": 0.6, "gap_ev": 9.18, "symbols": ["C", "O", "C", "C", "C", "C", "C", "C", "O", "N", "C", "C", "C", "C", "N", "C", "C", "C", "C", "C", "N", "C", "C", "O", "C", "C", "C", "O", "N", "C", "C", "C", "C", "O", "N", "C", "C", "H", "H", "H", "H", "H", "H", "H", "H", "H", "H", "H", "H", "H", "H", "H", "H", "H", "H", "H", "H", "H", "H", "H", "H", "H", "H", "H", "H", "H", "H", "H", "H", "H"], "coordinates": [[-7.383100, -1.093138, 0.461154], [-6.369953, -1.503454, -0.425861], [-5.081578, -1.222785, -0.111795], [-4.653493, -0.676403, 1.094278], [-3.310918, -0.413341, 1.292425], [-2.371490, -0.668361, 0.302885], [-0.937746, -0.278681, 0.531736], [0.058338, -1.117123, -0.297945], [0.276620, -0.833496, -1.461749], [0.620450, -2.126556, 0.373304], [1.663024, -3.015065, -0.152813], [2.892037, -2.188706, -0.537468], [2.015535, -3.997419, 0.961765], [1.110102, -3.761694, -1.368770], [-0.666840, 1.121765, 0.171419], [-1.490131, 1.720446, -0.856268], [-2.830550, 2.146698, -0.315124], [-2.937323, 2.770439, 0.922727], [-4.188595, 3.129046, 1.393029], [-5.291538, 2.847653, 0.601671], [-5.202101, 2.271240, -0.584290], [-4.006175, 1.935966, -1.029300], [0.517857, 1.575723, 0.617925], [1.196346, 0.892124, 1.381349], [1.041898, 2.911225, 0.132213], [1.838630, 2.692835, -1.166723], [3.314223, 2.352862, -0.979637], [4.164935, 2.843333, -1.688946], [3.571659, 1.447677, 0.002137], [4.809492, 0.918481, 0.280805], [6.074953, 1.233329, -0.285042], [6.932237, 0.392921, 0.360617], [8.398383, 0.194857, 0.257914], [6.244738, -0.360603, 1.237634], [4.927702, -0.030534, 1.182525], [-2.799735, -1.247783, -0.887575], [-4.133331, -1.525821, -1.090695], [-7.316414, -1.617350, 1.420244], [-7.346957, -0.012450, 0.628633], [-8.322073, -1.353369, -0.024436], [-5.353813, -0.445316, 1.880966], [-2.993059, 0.017680, 2.231384], [-0.698850, -0.373320, 1.597246], [0.450862, -2.188933, 1.364280], [3.673893, -2.839363, -0.919648], [2.627865, -1.471658, -1.309758], [3.275038, -1.649143, 0.326455], [2.769025, -4.697829, 0.612909], [2.417098, -3.466161, 1.822037], [1.137157, -4.562354, 1.268757], [0.839816, -3.051829, -2.144803], [0.226311, -4.333507, -1.093078], [1.860770, -4.441489, -1.761800], [-1.625714, 0.992002, -1.660763], [-0.979706, 2.585394, -1.282278], [-2.051423, 2.958151, 1.513846], [-4.305016, 3.611883, 2.350987], [-6.293343, 3.097598, 0.926225], [-3.984364, 1.465547, -2.003528], [0.238521, 3.629103, -0.028869], [1.699852, 3.311649, 0.906288], [1.398455, 1.872968, -1.743789], [1.807747, 3.591265, -1.785671], [2.819814, 1.090844, 0.596056], [6.276273, 1.959922, -1.040678], [8.801146, 0.838876, -0.517391], [8.876205, 0.430222, 1.207773], [8.619991, -0.844004, 0.019418], [-2.084741, -1.474740, -1.663654], [-4.474915, -1.967928, -2.012905]], "atomic_forces_ev_per_a": [[-0.18, 0.08, 0.17], [0.28, -0.09, -0.19], [0.21, -0.01, -0.09], [-0.31, -0.05, 0.05], [0.14, -0.16, -0.15], [0.01, -0.19, 0.09], [0.26, -0.02, 0.04], [-0.29, 0.06, 0.71], [0.09, 0.14, -0.42], [0.06, -0.35, 0.23], [0.15, -0.16, -0.34], [-0.21, -0.02, 0.09], [-0.11, 0.19, -0.16], [0.04, 0.11, 0.12], [-0.16, -0.26, 0.18], [-0.13, 0.17, -0.24], [-0.18, 0.29, 0.08], [-0.11, 0.02, -0.21], [0.09, -0.02, -0.05], [-0.02, 0.12, 0.26], [-0.52, -0.04, -0.24], [0.47, 0.01, -0.01], [-0.02, 0.63, 0.10], [0.17, -0.18, 0.14], [0.02, -0.13, 0.02], [0.09, 0.18, -0.13], [-0.40, 0.10, -0.08], [0.17, 0.08, -0.15], [-0.17, -0.31, 0.39], [1.03, -0.41, 0.19], [0.28, -0.34, 0.26], [-0.48, 0.45, -0.34], [-0.17, -0.14, 0.19], [0.85, 0.04, -0.19], [-1.20, 0.36, 0.00], [-0.04, -0.03, 0.12], [-0.27, 0.01, 0.05], [0.01, 0.03, -0.04], [0.01, -0.03, 0.00], [0.04, 0.04, 0.08], [-0.10, 0.01, 0.05], [0.04, 0.06, 0.09], [-0.06, -0.05, -0.23], [-0.06, 0.16, -0.03], [0.13, -0.10, -0.03], [0.02, 0.06, -0.09], [0.06, -0.01, 0.04], [0.08, -0.06, -0.03], [0.07, 0.05, 0.13], [-0.09, -0.09, 0.04], [-0.01, 0.00, -0.09], [-0.08, -0.09, 0.03], [0.10, -0.11, -0.04], [0.07, 0.16, 0.01], [0.03, -0.14, -0.01], [0.07, -0.02, 0.07], [-0.04, 0.04, 0.08], [-0.05, 0.06, 0.11], [0.11, -0.11, -0.10], [0.03, -0.02, -0.02], [-0.14, -0.05, 0.01], [-0.02, 0.03, -0.06], [0.08, -0.13, 0.04], [-0.07, 0.15, -0.10], [0.11, 0.11, -0.14], [0.03, 0.02, -0.03], [0.08, 0.02, 0.02], [0.07, -0.04, -0.05], [0.08, -0.01, -0.10], [-0.05, -0.06, -0.13]]}

---

Q: The highest multiplicity belongs to which entry?
A: C27H33N2Ru